Entry 1:
C32H34N6O11Sr as an isolated structure, computed with the ωB97M-V functional and the def2-TZVPD basis.

Structure (ORCA input):
```
! RIJCOSX wB97M-V def2-TZVPD def2/J DEFGRID3
* xyz 2 1
Sr -3.9581 -3.1522 -0.4634
O -2.4336 -1.6489 0.8289
O 6.6096 -4.6262 4.2258
O 3.2422 -5.9532 -0.6114
O -4.7908 -0.4284 -4.0740
O 5.6186 4.2715 -3.2489
O 6.9389 -2.6737 3.4072
O 1.1171 -5.6467 -0.5864
O 5.7597 2.2070 -3.8076
O -0.8643 4.0101 0.1274
O -0.8672 2.7430 1.8522
O -4.1634 -1.1871 -2.1746
N 6.2467 -3.6413 3.6246
N -4.5472 -0.2560 -2.9107
N -1.9929 -3.0493 3.1031
N 5.2426 3.1247 -3.2042
N 2.2567 -5.3117 -0.8911
N -1.3649 3.6162 1.1560
C -4.5103 5.6209 1.2641
C -1.5104 -0.5557 0.7831
C 1.3936 -2.1486 -2.6181
C 3.1739 3.8147 -2.0891
C 2.4412 -4.0656 -1.6300
C -5.5373 3.3279 -2.6147
C 3.2087 -2.6130 1.7487
C 2.6726 1.2175 -1.2604
C -5.1938 4.9778 2.2822
C 4.8711 -3.6386 3.1207
C 4.0458 -4.7355 3.3084
C 2.0452 3.5153 -1.3576
C -4.8975 2.4945 -0.4385
C -4.5640 1.2716 -0.9984
C 4.4914 -2.6149 2.2598
C -3.2421 5.1829 0.8816
C 1.7686 2.2252 -0.9067
C -0.0904 -1.0547 0.8979
C -3.3561 3.4453 2.5614
C -2.6684 4.1393 1.5806
C -5.3576 3.5358 -1.2451
C 3.6677 -3.6653 -2.1153
C -5.2393 2.0896 -3.1667
C -4.8041 1.0537 -2.3498
C 3.8079 1.5225 -1.9702
C 4.0861 2.8107 -2.3838
C 2.3427 -3.6688 1.9902
C 2.7720 -4.7458 2.7767
C 1.3051 -3.3091 -1.8673
C -4.6165 3.8813 2.9220
C 3.7721 -2.5301 -2.9114
C 2.6321 -1.7660 -3.1412
H 0.5898 -0.1931 0.8563
H -2.8500 -3.5956 3.0349
H -1.7883 0.1168 1.6028
H -1.6549 0.0280 -0.1319
H -6.1604 5.3481 2.5978
H -6.0004 4.1313 -3.1684
H 2.8829 -1.7815 1.1346
H -1.2593 -3.7614 3.2221
H 4.5788 -4.2000 -1.8800
H -4.9119 6.4395 0.6816
H 2.1512 -5.6039 2.9933
H -4.9068 2.5737 0.6381
H 3.4008 4.8027 -2.4692
H -4.1578 0.4897 -0.3687
H 0.9200 2.0370 -0.2652
H 2.5947 0.1689 -0.9964
H 1.3488 -3.6131 1.5597
H 0.1777 -1.6880 0.0521
H 4.7340 -2.2668 -3.3260
H -5.1522 3.3487 3.6959
H -5.6812 4.4581 -0.7892
H 2.6280 -0.8441 -3.7089
H 5.1718 -1.7853 2.1218
H 4.4858 0.7146 -2.2236
H -2.6732 5.7632 0.1681
H 0.3171 -3.6221 -1.5663
H -1.8917 -2.5805 2.1566
H -5.4850 1.8492 -4.1924
H 0.5856 -1.4435 -2.7601
H 0.2515 -1.5448 1.8155
H -2.9746 2.5586 3.0446
H 4.3300 -5.5787 3.9237
H 1.3690 4.2959 -1.0349
H -1.9293 -2.4340 3.9156
*
```

Summary:
orbital gap: 0.1883 Ha
E_HOMO: -13.22 eV
LUMO energy: -8.097 eV
energy above the lowest of the compared OMol25 structures with the same formula, charge and spin: 259.85 kJ/mol



Entry 2:
C32H34N7OPtSeSi as an isolated structure, computed with the ωB97M-V functional and the def2-TZVPD basis.

Structure (ORCA input):
```
! RIJCOSX wB97M-V def2-TZVPD def2/J DEFGRID3
* xyz 1 1
Pt 0.4117 0.5894 -1.1075
Se 5.5421 6.2840 -0.8436
Si -2.2308 -0.9650 -0.3218
O 1.1604 1.0794 1.6700
N 0.5590 2.6246 -1.1566
N 3.7683 6.2207 -0.9012
N 5.7214 4.5181 -0.9022
N 1.3270 -0.0115 3.6515
N 1.0588 2.2804 3.5924
N 0.3784 -1.5567 -1.0843
N 2.5831 0.8562 -1.1417
C 1.8110 3.1266 -1.0830
C -0.4603 3.4765 -1.2156
C -1.6389 0.5759 -1.1335
C -0.2939 4.8572 -1.1696
C -2.4645 -1.9832 3.6895
C 3.5614 -0.0392 -1.1335
C 1.0397 -1.9343 0.2108
C 2.0516 4.4911 -1.0310
C 1.5132 -3.4021 0.3099
C 1.1798 1.1119 2.8940
C -2.1692 0.3473 2.2139
C -3.9550 -1.4967 -0.7917
C 1.1367 -2.0092 -2.3065
C -2.3312 0.4142 3.5925
C 4.2381 2.5812 -1.0127
C 1.9932 -3.2691 -2.1283
C 4.5173 4.0161 -0.9560
C -6.3421 -1.0866 -0.6630
C 0.9724 5.3756 -1.0644
C -5.5276 -2.9963 -1.8712
C 5.2552 1.6269 -1.0046
C -6.5870 -2.2205 -1.4270
C 3.4356 4.9591 -0.9576
C -2.1745 -0.8787 1.5462
C -0.9922 -2.1754 -1.0506
C -2.4841 -0.7505 4.3304
C -4.2238 -2.6343 -1.5559
C 2.9176 2.1587 -1.0748
C -2.3205 -2.0413 2.3107
C 1.4684 -4.1616 -1.0150
C -5.0396 -0.7337 -0.3472
C 4.9098 0.2990 -1.0641
H -0.9451 -3.1441 -0.5487
H 3.2706 -1.0764 -1.1899
H 0.2944 -1.7256 0.9762
H 0.4558 -4.4927 -1.2504
H 3.0342 -3.0107 -1.9095
H 6.2854 1.9532 -0.9559
H -5.7157 -3.8838 -2.4615
H -1.3181 -2.3678 -2.0748
H -2.6364 -0.6999 5.4013
H -2.0408 1.2641 1.6501
H 2.0071 -3.8045 -3.0780
H 5.6560 -0.4823 -1.0621
H 1.2807 2.3362 4.5699
H -3.4116 -3.2570 -1.9146
H -2.5898 -2.8937 4.2615
H 2.5469 -3.3965 0.6637
H -4.8655 0.1487 0.2611
H -1.1647 5.4943 -1.2240
H 1.2222 -0.8854 3.1678
H -7.1675 -0.4820 -0.3101
H -2.3384 1.3761 4.0897
H 2.0796 -5.0606 -0.9357
H -1.4424 3.0472 -1.3168
H 0.9302 -3.9333 1.0637
H 1.0705 3.1298 3.0584
H 1.7361 -1.1764 -2.6668
H 1.1592 6.4400 -1.0198
H -2.3456 -3.0106 1.8210
H 1.0962 -0.0067 4.6288
H -7.6035 -2.4995 -1.6718
H 0.3885 -2.1942 -3.0738
H -1.9658 0.5656 -2.1808
H -2.0958 1.4488 -0.6602
H 1.8569 -1.2445 0.3962
*
```

Summary:
orbital gap: 0.2762 Ha
E_HOMO: -10.84 eV
LUMO energy: -3.325 eV
energy above the lowest of the compared OMol25 structures with the same formula, charge and spin: 25.22 kJ/mol



Entry 3:
A 2-piece molecular cluster, C32H34NO overall, computed with the ωB97M-V functional and the def2-TZVPD basis.

Structure (ORCA input):
```
! RIJCOSX wB97M-V def2-TZVPD def2/J DEFGRID3
* xyz 1 1
O -0.5111 4.0329 5.2237
N -1.3182 -1.9629 0.1203
C -3.8963 -1.1042 -4.0997
C -1.2059 3.1162 3.1641
C 4.5456 1.9078 0.4860
C -0.0375 -0.2745 -5.6371
C 0.1433 -3.8252 0.6273
C -1.1364 -0.3637 -6.5162
C -0.3190 3.0805 4.2719
C -2.3953 -0.6711 -6.0166
C -0.7177 -0.2376 -1.2931
C -0.3872 -2.1486 2.3821
C 3.8734 0.6432 -1.4654
C 3.2275 1.9471 0.9377
C 2.5646 0.6510 -1.0022
C 0.7112 -2.6189 1.4020
C -2.6212 -0.8049 -4.6266
C -1.7752 -0.6614 -2.3065
C -3.0211 -1.0577 -1.8470
C -0.9292 2.3781 2.0395
C -1.4125 -1.4394 1.5193
C 1.0744 1.4838 3.1050
C 0.9296 -1.4499 0.4280
C -0.2151 -0.4750 -4.2705
C -0.1598 -1.4741 -0.6179
C -1.2275 -3.4648 0.0842
C 2.2037 1.2788 0.2237
C 0.7697 2.1699 4.2728
C -1.5105 -0.6363 -3.7182
C 0.7818 1.2792 0.6198
C -4.0908 -1.2789 -2.7382
C 0.4120 4.1385 6.3300
C 0.3167 1.6961 1.9256
C 4.8780 1.2537 -0.7050
H -2.0705 3.7755 3.2212
H 0.0091 -1.4679 3.1497
H -1.2147 0.3813 -0.5344
H -5.0609 -1.5678 -2.3397
H 4.1077 0.1374 -2.4071
H -3.1685 -1.1953 -0.7736
H -1.2469 -0.3510 1.4866
H 2.9798 2.5141 1.8357
H -2.0513 -3.8982 0.6662
H -0.8646 -3.0005 2.8854
H -0.9907 -0.2087 -7.5869
H 1.8160 0.1205 -1.5977
H -0.0493 4.9035 6.9550
H 0.9573 -0.0500 -6.0267
H 0.6594 -0.5071 -3.6140
H -1.6243 2.3701 1.1929
H 0.8111 -4.0805 -0.2043
H 1.6368 -2.8670 1.9286
H 0.7979 -0.5005 0.9880
H 0.4851 3.1863 6.8757
H 0.0478 0.3504 -1.7954
H 1.9340 0.8109 3.0758
H 0.0614 -4.6963 1.2817
H -3.2432 -0.8098 -6.6916
H -4.7263 -1.2067 -4.7973
H 0.1255 -2.1957 -1.4025
H 5.3123 2.4033 1.0815
H 1.9261 -1.4631 -0.0189
H -2.4367 -1.6364 1.8771
H 1.4094 2.0657 5.1536
H -1.3352 -3.7780 -0.9685
H 0.1377 1.6672 -0.1748
H 1.4071 4.4769 6.0071
H 5.9179 1.2095 -1.0307
*
```

Summary:
orbital gap: 0.1639 Ha
E_HOMO: -9.87 eV
LUMO energy: -5.415 eV
energy above the lowest of the compared OMol25 structures with the same formula, charge and spin: 197.82 kJ/mol



Entry 4:
C32H35AsN7O7RuS2 as an isolated structure, computed with the ωB97M-V functional and the def2-TZVPD basis.

Structure (ORCA input):
```
! RIJCOSX wB97M-V def2-TZVPD def2/J DEFGRID3
* xyz 0 6
Ru -0.6934 0.5534 -0.4747
As -1.2775 1.5841 2.7766
S -4.5124 -1.9494 -1.7797
S 1.8382 0.8659 2.2902
O 0.8610 1.2649 1.2930
O 2.5044 -0.4697 1.8734
O -0.9255 3.1388 2.5341
O 2.8792 1.8207 2.5092
O -3.7617 2.1855 0.2992
O -1.6325 0.4780 1.5984
O -2.8440 1.6079 3.6588
N 0.6546 -0.9219 -0.9583
N -1.5723 2.5294 -0.3180
N -3.9370 -0.7164 0.5762
N 0.5655 3.4873 -0.4573
N -2.1797 -1.3948 -0.8090
N -0.6456 0.8016 -2.4340
N -1.3360 4.6909 0.2295
C -1.1864 1.6659 -3.3289
C 1.1092 0.4307 3.8590
C 3.1120 -0.9979 -0.9987
C 3.8952 -0.6462 -3.4268
C -0.2056 0.7207 4.1341
C -3.0868 -2.5221 -2.6193
C 1.3580 -0.6483 5.9728
C 0.1095 -3.3977 1.2208
C 2.9436 -2.6524 1.2825
C -0.7339 3.5524 -0.1428
C 0.0356 -0.3452 6.2683
C 0.5431 -1.9967 1.6509
C 1.8580 -1.1486 -0.3748
C -1.9467 -2.1253 -1.9229
C 0.4505 -1.3629 -2.3299
C -3.4580 -1.2331 -0.5636
C -2.7165 4.3890 0.5128
C 3.3220 -0.0345 -2.1460
C -0.5837 -2.5494 -2.3538
C 4.2167 -1.6893 -0.4981
C 1.9000 -1.6190 1.0647
C 4.0898 -2.6086 0.5553
C -0.7485 0.3387 5.3541
C -0.6478 5.7800 0.8798
C -3.0457 -3.2320 -3.8096
C -0.3017 -0.0434 -4.4843
C -2.7940 2.8985 0.1596
C -0.9985 1.1866 -4.6024
C -1.7759 -3.5445 -4.3296
C -0.1026 -0.2403 -3.1438
C 1.9038 -0.2520 4.7619
C -0.6262 -3.2246 -3.6869
H -0.9634 -3.5152 1.3530
H 1.1931 4.1171 0.0220
H 5.1762 -1.5788 -0.9775
H 2.8232 -3.3040 2.1318
H 0.9240 2.5400 -0.5691
H 0.3273 -3.4930 -4.1171
H 1.3835 -1.7625 -2.7442
H -4.8408 -0.2700 0.5488
H -0.3856 -0.6533 7.2136
H 0.3473 -3.5460 0.1717
H 2.9235 -0.4790 4.4929
H -1.6733 2.5717 -3.0107
H -3.2176 -0.2407 1.1332
H 3.2301 -1.4036 -3.8340
H 4.0342 0.7212 -1.7923
H 0.0095 -0.6846 -5.2850
H 2.3853 0.4821 -2.3769
H -3.9511 -3.5039 -4.3245
H -1.3709 6.5593 1.1028
H 4.9042 -3.2807 0.7830
H -0.2147 -1.2815 1.3098
H 4.0266 0.1296 -4.1790
H -3.5089 1.8598 3.0110
H 0.6173 -4.1739 1.7879
H 0.6083 -1.9498 2.7410
H -0.1977 -3.2724 -1.6155
H -2.9627 4.5417 1.5676
H -1.3309 1.6487 -5.5109
H -1.7840 0.5728 5.5616
H 4.8626 -1.1082 -3.2448
H -1.7277 -4.0499 -5.2833
H -0.2086 5.4292 1.8181
H -3.3960 4.9724 -0.1144
H 1.9640 -1.1891 6.6841
H 0.1199 6.1899 0.2233
*
```

Summary:
orbital gap (alpha / beta): 0.2431 / 0.2288 Ha
E_HOMO (alpha / beta): -6.26 / -7.67 eV
LUMO energy (alpha / beta): 0.355 / -1.441 eV
<S²>: 8.8386



Entry 5:
C32H35BIrN8PS2Se2Si as an isolated structure, computed with the ωB97M-V functional and the def2-TZVPD basis.

Structure (ORCA input):
```
! RIJCOSX wB97M-V def2-TZVPD def2/J DEFGRID3
* xyz 1 2
Ir 0.3775 0.0503 0.6371
Se 2.6035 -0.1666 2.6704
Se 0.4079 0.8794 -1.8997
S 1.1686 -4.6878 -0.4345
S -1.4494 -1.9033 4.7302
P 2.9856 0.2160 0.5513
Si -1.6401 0.8628 -3.0752
N 1.5408 -2.4281 -1.8632
N -2.8084 0.7509 0.9727
N -0.7357 0.6360 4.0511
N -0.0168 2.1120 1.5000
N -1.9031 -0.1218 0.5320
N -0.2593 -1.1088 2.5988
N 0.6328 -2.2767 0.2888
N -1.1679 2.7010 1.1228
C 5.6632 3.0874 1.6829
C 4.2655 -0.9962 0.0317
C 5.1403 -1.5458 0.9600
C 0.4574 -4.4190 1.1138
C 3.9545 2.6567 -0.4678
C -0.7740 -0.6464 3.7039
C -1.3170 1.1768 -4.9120
C -2.7586 2.1653 -2.2645
C 0.9690 3.0035 1.3090
C -2.4273 1.1438 -5.7532
C 5.4062 -2.1619 -1.7294
C 4.7500 3.7899 -0.4247
C 6.2857 -2.6970 -0.8025
C 0.0945 1.4193 -6.8499
C -0.9514 -3.0724 3.5621
C -3.8879 -1.1319 0.5535
C 4.8688 1.9598 1.6492
C -2.3131 -0.9245 -2.9864
C 6.1556 -2.3843 0.5406
C -0.9123 3.9369 0.6870
C -0.0578 1.3244 -5.4783
C -1.0164 1.3679 -7.6740
C -4.0142 0.1734 0.9913
C -2.2804 1.2357 -7.1231
C 0.2438 -3.0934 1.3310
C -0.3354 -2.4730 2.5039
C 4.0178 1.7375 0.5727
C 4.4022 -1.3028 -1.3182
C 5.6047 4.0021 0.6449
C 1.1191 -2.9571 -0.7117
C 0.4501 4.1768 0.7834
C -2.5349 -1.2692 0.2797
B -2.5450 2.1589 1.5436
H -2.5485 2.0711 2.7404
H 1.3133 -1.4593 -2.0640
H 6.2299 4.8804 0.6708
H 3.7311 -0.8573 -2.0396
H -3.4144 1.0307 -5.3285
H -4.8807 0.7110 1.3123
H 5.5131 -2.4081 -2.7758
H 4.7023 4.5148 -1.2231
H -0.9009 1.4301 -8.7452
H -0.4179 1.2983 3.3478
H -1.1957 0.9685 4.8804
H -1.7662 -1.5419 -2.2825
H 0.2580 -5.2432 1.7647
H -3.3578 -0.9353 -2.6979
H 3.2776 2.4893 -1.2943
H 6.8511 -2.7875 1.2608
H -3.1484 1.1910 -7.7648
H 0.8085 1.3541 -4.8315
H 0.9835 5.0669 0.5178
H -3.7110 2.2064 -2.7809
H 7.0803 -3.3499 -1.1275
H 6.3245 3.2519 2.5200
H 1.0812 1.5209 -7.2755
H -2.0035 -2.1314 -0.0676
H -1.1211 -4.1142 3.7365
H -2.2387 -1.3839 -3.9676
H 1.9801 2.7928 1.6043
H -4.6538 -1.8677 0.4323
H -1.6952 4.5893 0.3580
H 5.0385 -1.3156 2.0126
H 1.8412 -3.0313 -2.6081
H -2.9472 1.9302 -1.2228
H 4.9060 1.2573 2.4716
H -2.3063 3.1517 -2.3218
H -3.3888 2.8996 1.1651
*
```

Summary:
orbital gap (alpha / beta): 0.2515 / 0.2211 Ha
E_HOMO (alpha / beta): -10.51 / -10.51 eV
LUMO energy (alpha / beta): -3.670 / -4.490 eV
<S²>: 0.7657



Entry 6:
C32H35BrFeN4OS5Si2 as an isolated structure, computed with the ωB97M-V functional and the def2-TZVPD basis.

Structure (ORCA input):
```
! RIJCOSX wB97M-V def2-TZVPD def2/J DEFGRID3
* xyz -2 5
Br -5.7477 -3.8572 -0.0992
Fe 0.0579 0.4738 1.1426
S 0.0974 2.5914 -3.8415
S 0.4290 0.4055 -5.7968
S -1.8395 -1.0071 -4.7406
S 1.3119 0.5557 -1.0407
S -0.9969 -1.5028 -7.5478
Si 1.9394 -0.2931 3.4268
Si 0.0754 -1.5324 -2.4878
O -0.8445 -1.0492 2.0019
N 0.4820 2.6102 1.1547
N 0.6928 -1.1283 -0.9240
N -1.7579 1.2656 0.7858
N 1.7356 -0.4609 1.7420
C 1.6770 -3.3468 -0.5883
C 3.1936 -3.8311 1.1835
C -2.9080 -0.9090 0.7878
C 1.4785 -2.0369 -0.1491
C 1.6548 3.2019 1.2524
C -0.0223 0.8702 -4.1879
C -2.9310 4.7552 0.2340
C -0.8354 -0.7386 -6.0981
C -1.9132 -1.6175 1.5372
C -1.1686 -2.9181 -2.2581
C -1.7380 5.4470 0.2994
C -3.0132 3.3733 0.4203
C 2.0545 -1.6335 1.1050
C 0.9045 1.1551 4.0333
C -0.5488 4.7333 0.6116
C 2.5034 -4.2602 0.0648
C 1.4114 -1.7640 4.4714
C -2.8248 0.4989 0.5425
C -1.8485 2.6117 0.6682
C -2.1310 -2.9907 1.7702
C -4.1952 -2.9505 0.5671
C 2.9796 -2.5471 1.6660
C -1.9163 0.5792 -2.5202
C 1.8190 4.5735 1.0471
C -0.6094 3.3291 0.8193
C 1.4584 -1.9997 -3.6497
C -3.2481 -3.6609 1.2943
C -4.0373 -1.6058 0.3168
C -0.8898 -0.0929 -3.4294
C 1.8548 2.8121 -3.4503
C 0.7155 5.3338 0.7375
C 3.7139 0.1287 3.9233
H 2.1055 -1.1351 -3.8191
H -2.2028 -2.5740 -2.3593
H -1.3990 1.0615 -1.6922
H 1.9741 -1.8199 5.4116
H -1.0679 -3.3233 -1.2474
H 1.3182 2.1181 3.7220
H 0.8053 6.4043 0.5808
H 2.8035 5.0161 1.1354
H 2.6152 -5.2682 -0.3189
H -3.8455 5.3022 0.0270
H 3.7564 0.4799 4.9632
H 1.9720 3.8568 -3.1580
H -1.0202 -3.7228 -2.9870
H 1.5491 -2.7017 3.9268
H 3.5172 -2.2297 2.5538
H -3.7026 0.9501 0.0875
H 2.0659 -2.7971 -3.2203
H 4.3860 -0.7308 3.8304
H -1.3637 -3.5202 2.3239
H 2.4941 2.5542 1.4882
H 0.3449 -1.6725 4.6997
H 1.0733 -2.3409 -4.6192
H 4.0988 0.9242 3.2747
H -1.6923 6.5163 0.1262
H 0.8491 1.1427 5.1285
H 2.1253 2.1467 -2.6337
H -3.3796 -4.7189 1.4795
H 3.8933 -4.4892 1.6893
H -3.9816 2.8964 0.3937
H 1.1722 -3.6804 -1.4852
H -2.5035 1.3199 -3.0701
H -4.7874 -1.0668 -0.2530
H -2.5938 -0.1697 -2.1053
H -0.1231 1.0928 3.6568
H 2.4690 2.6082 -4.3276
*
```

Summary:
orbital gap (alpha / beta): 0.1535 / 0.1870 Ha
E_HOMO (alpha / beta): -0.19 / -1.45 eV
LUMO energy (alpha / beta): 3.987 / 3.640 eV
energy above the lowest of the compared OMol25 structures with the same formula, charge and spin: 98.66 kJ/mol
<S²>: 6.0771